Entry 1:
# C39H30F11N5NaO3Sb2Se

C39H30F11N5NaO3Sb2Se as an isolated structure (the ωB97M-V functional and the def2-TZVPD basis, the Open Molecules 2025 dataset).

The geometry in XYZ format:
```
92
Properties=species:S:1:pos:R:3:mulliken_spin:R:1
Sb -3.6069 -0.4895 0.1842 -0.0001
Sb 1.2710 -4.3774 0.2434 0.0010
Se 1.0511 0.4822 -3.4487 0.0452
Na -0.1157 -0.8483 0.4029 0.0142
F 4.5626 3.3252 -6.0958 -0.0002
F 2.6467 -3.5952 1.2904 0.0014
F 0.2330 -4.7208 1.7924 0.0002
F 2.9067 5.4834 -6.3192 0.0004
F -0.4358 3.1601 -3.9771 -0.0008
F 0.4075 5.3693 -5.2387 -0.0001
F 2.3444 -4.2330 -1.3116 -0.0005
F -0.1059 -5.2129 -0.7647 0.0000
F 2.0972 -6.0865 0.5069 -0.0001
F 0.4674 -2.6858 0.0222 -0.0052
F 3.7438 1.1070 -4.8228 0.0012
O 1.4388 -0.1370 -0.6169 0.2756
O -1.6301 0.7315 1.9530 0.0707
O 2.9542 -1.5286 -2.2511 0.0860
N -1.4385 -1.8461 2.0514 -0.0008
N 1.0368 0.6367 1.9846 0.1126
N 0.3805 1.2437 2.9865 0.0694
N -1.3479 1.5609 -0.5163 0.0034
N -1.7779 -1.9094 -1.7406 0.0000
C -3.0734 1.8999 3.9754 0.0039
C 3.7547 -2.1169 -3.2443 -0.0083
C 3.3270 3.2726 -5.5590 -0.0037
C -3.6686 -2.6175 -3.6451 -0.0001
C -2.6481 1.4093 -0.3036 -0.0023
C 3.5297 -1.0870 -1.1434 0.0858
C -1.9255 -2.4805 4.2973 0.0031
C -3.5215 2.4861 -0.2007 -0.0002
C -0.8347 2.7909 -0.5556 -0.0031
C -4.0430 -1.9334 -2.4995 0.0001
C 0.4464 -2.2857 3.5357 0.0001
C -1.0250 -2.2258 3.2601 -0.0036
C 2.3194 0.6428 2.0279 -0.0849
C 1.6142 2.0223 -4.3253 0.0020
C -2.7365 -1.6269 1.8460 -0.0030
C -3.8050 2.4691 5.0048 -0.0027
C -1.0326 2.3674 5.1485 0.0112
C -3.0068 3.7700 -0.2741 0.0002
C -3.6913 -1.8875 2.8221 0.0033
C -1.4042 -2.5564 -2.8486 0.0005
C -3.0610 -1.6022 -1.5742 0.0000
C -1.6820 1.8453 4.0342 -0.0137
C -3.2796 -2.3387 4.0666 -0.0004
C -2.3351 -2.9286 -3.8225 -0.0010
C -1.6424 3.9246 -0.4298 0.0009
C 1.2283 4.3068 -5.1202 -0.0027
C 4.5144 -0.1457 1.2928 -0.1361
C 0.0382 -2.8805 -3.0397 0.0029
C 2.8929 2.1435 -4.9001 0.0108
C 3.1602 0.0603 1.0180 0.1270
C -0.9509 1.2070 2.8854 -0.0161
C -3.1497 2.9930 6.1116 0.0057
C 2.6212 -0.3673 -0.2543 0.2415
C 0.6499 2.9317 -0.6630 -0.0074
C 4.8523 -1.2662 -0.8225 -0.1405
C 5.3444 -0.7870 0.3991 0.2118
C -1.7640 2.9385 6.1792 -0.0026
C 0.8099 3.1679 -4.4665 0.0021
C 2.4953 4.3735 -5.6739 0.0089
H 0.6653 -3.0152 4.3144 0.0001
H 0.7753 -1.2988 3.8705 -0.0002
H -5.0747 -1.6572 -2.3189 0.0000
H 1.0108 -2.5282 2.6437 0.0020
H 3.0710 -2.4022 -4.0402 -0.0005
H 2.8303 1.0724 2.8999 0.0088
H -1.2523 3.3437 7.0448 -0.0002
H -1.9977 -3.4550 -4.7060 0.0001
H 1.0365 2.2182 -1.3892 0.0044
H -4.8867 2.5052 4.9489 -0.0001
H -3.9989 -2.5386 4.8526 -0.0001
H -4.4069 -2.8951 -4.3891 0.0000
H 4.9114 0.1896 2.2449 0.0017
H -3.5569 1.4839 3.1012 -0.0002
H 4.4851 -1.4047 -3.6379 0.0041
H 4.2614 -3.0119 -2.8705 0.0031
H 6.3854 -0.9611 0.6410 0.0147
H -1.5533 -2.7683 5.2720 0.0000
H -3.6544 4.6350 -0.1841 0.0000
H 0.9366 3.9493 -0.9319 0.0001
H -1.1996 4.9124 -0.4415 0.0000
H 0.6564 -2.1613 -2.5128 -0.0021
H -4.7392 -1.7130 2.6089 0.0001
H 1.0945 2.6695 0.2993 0.0019
H 5.5115 -1.8123 -1.4835 -0.0025
H -3.7171 3.4461 6.9166 0.0005
H -4.5817 2.3145 -0.0534 0.0001
H 0.2932 -2.8796 -4.0999 -0.0006
H 0.0468 2.3174 5.1883 0.0018
H 0.2472 -3.8727 -2.6412 -0.0001
```

The total charge is -2. Its spin multiplicity is 2. The calculation puts the energy above the lowest of the compared OMol25 structures with the same formula, charge and spin at 141.6 kJ/mol.


Entry 2:
# C39H30N2O4P2Pd

C39H30N2O4P2Pd as an isolated structure (the ωB97M-V functional and the def2-TZVPD basis, the Open Molecules 2025 dataset).

The geometry in XYZ format:
```
78
Properties=species:S:1:pos:R:3:mulliken_spin:R:1
Pd -0.6676 -0.2949 0.2624 1.2117
P -1.1144 1.7208 -1.2189 0.1251
P 1.2546 0.1848 -1.2271 0.2591
O -1.2791 -2.1451 -0.5850 0.0400
O 0.8067 -5.0722 5.7291 0.0001
O -1.6041 -4.3475 -0.6787 0.0119
O 1.9090 -3.2369 5.5132 -0.0003
N 0.4292 1.4917 -1.9623 -0.0135
N 1.1400 -4.0831 5.1065 0.0001
C 4.6969 2.2243 -0.5789 -0.0031
C -0.5508 -3.5304 1.2602 -0.0544
C 0.7412 -3.3846 -4.0395 0.0052
C 2.9760 0.7222 -1.3466 0.0578
C -1.1891 -3.3505 -0.1137 -0.0440
C -0.6582 0.6102 3.2945 0.2181
C -3.0090 5.2719 -0.9740 -0.0045
C 5.0671 0.8477 -2.5206 -0.0014
C -2.2217 1.4678 -3.7794 -0.0013
C 0.5673 -1.0133 -3.6679 0.0140
C 5.5098 1.8145 -1.6292 0.0071
C -0.6020 -0.6031 6.8194 -0.0022
C -0.5069 0.6018 4.7271 0.0165
C 3.8005 0.2942 -2.3831 0.0070
C -0.5559 4.4132 -1.9571 0.0219
C -0.8091 -0.5550 5.4498 0.0073
C -2.6601 3.9355 -0.8935 0.0195
C -0.8009 0.5665 2.0881 -0.0459
C 0.1984 1.6610 6.7775 -0.0023
C -1.4320 3.4942 -1.3909 0.0093
C -0.0075 1.7130 5.4072 0.0024
C -3.8264 -0.2150 -4.3833 -0.0011
C -3.8716 -0.6543 -3.0728 0.0035
C 1.0972 -1.1795 -2.3953 -0.0245
C -2.2452 1.0133 -2.4570 0.0246
C 0.5546 -3.8908 3.7563 0.0013
C -0.3271 -4.8407 3.2701 0.0025
C -2.1310 6.1857 -1.5451 0.0140
C -0.9099 5.7553 -2.0381 -0.0054
C 3.4324 1.6763 -0.4341 0.0102
C -0.0941 0.5037 7.4867 0.0046
C -3.0086 0.8583 -4.7373 0.0011
C -0.8710 -4.6598 2.0093 0.0043
C 0.3420 -2.6108 1.7874 0.0198
C 0.9108 -2.7687 3.0386 0.0057
C 1.2889 -3.5492 -2.7720 -0.0020
C 0.3844 -2.1220 -4.4864 -0.0034
C 1.4600 -2.4500 -1.9498 0.0217
C -3.0875 -0.0320 -2.1061 0.0099
H -0.2257 6.4613 -2.4904 -0.0003
H -4.4244 -0.7088 -5.1388 -0.0001
H 0.0743 0.4635 8.5554 0.0002
H 0.5730 -1.7368 1.1906 0.0450
H -2.9850 1.2091 -5.7613 -0.0001
H -1.2079 -1.4125 4.9220 -0.0009
H 2.7976 1.9854 0.3897 0.0007
H -1.5768 2.2959 -4.0551 0.0014
H -0.8292 -1.5098 7.3656 0.0000
H 0.2258 2.6105 4.8491 -0.0001
H -0.5744 -5.6984 3.8779 0.0002
H -0.0478 -1.9952 -5.4709 0.0006
H -4.4978 -1.4923 -2.7974 -0.0002
H -3.1341 -0.3778 -1.0826 -0.0150
H 1.5990 -2.0482 3.4546 0.0020
H 1.0043 2.3159 -2.0783 0.0024
H 3.4559 -0.4621 -3.0764 0.0030
H -3.9638 5.6027 -0.5872 -0.0003
H 0.4032 4.1138 -2.3605 -0.0001
H 0.5966 2.5260 7.2928 0.0000
H -1.5609 -5.3797 1.5910 0.0004
H -2.3995 7.2323 -1.6031 0.0010
H 5.0491 2.9649 0.1271 -0.0002
H 0.2765 -0.0273 -4.0072 0.0023
H -3.3466 3.2256 -0.4448 0.0017
H 1.8577 -2.5860 -0.9486 0.0071
H 1.5550 -4.5362 -2.4181 0.0006
H 6.4928 2.2510 -1.7520 0.0005
H 0.5803 -4.2481 -4.6716 0.0004
H 5.7064 0.5227 -3.3312 0.0002
```

The total charge is 0. Its spin multiplicity is 3. The calculation puts the energy above the lowest of the compared OMol25 structures with the same formula, charge and spin at 142.8 kJ/mol.


Number 1: electronic energy -167257.880 eV. Number 2: electronic energy -74152.780 eV.